C22H33N9O5PSSeSiZr as an isolated structure. Source: OMol25; level of theory: ωB97M-V with the def2-TZVPD basis set.

XYZ file:
```
74
C22H33N9O5PSSeSiZr | OMol25 | ωB97M-V with the def2-TZVPD basis set
Zr -0.20612 0.84338 -0.47334
C 3.68875 0.49693 3.68551
N 2.69912 1.11405 2.79901
C 2.64745 2.45280 2.52132
C 1.68076 2.62335 1.58022
N 1.14340 1.39366 1.28127
C 1.79135 0.49447 2.02658
P 1.41973 -1.28920 2.15147
C -0.41389 -0.99970 2.24361
N -1.13963 -0.29543 1.37593
C -2.45323 -0.45225 1.74173
C -2.51911 -1.23697 2.84886
N -1.22748 -1.57781 3.15344
C -0.84075 -2.40622 4.29108
C 1.25652 -1.88917 0.43015
N 0.55186 -1.31463 -0.54540
C 0.47736 -2.22920 -1.57047
C 1.13370 -3.35496 -1.19853
N 1.62332 -3.12757 0.06325
C 2.41899 -4.08425 0.83197
H 4.60456 0.34278 3.12045
H 3.84943 1.16431 4.52850
H 3.30993 -0.45726 4.03936
H 3.30533 3.15421 3.00343
H 1.36592 3.52274 1.07712
H -3.26045 -0.04268 1.16088
H -3.35585 -1.59067 3.42527
H -0.97437 -1.85224 5.21808
H -1.45794 -3.30125 4.30875
H 0.20186 -2.69198 4.19051
H -0.04947 -2.01179 -2.48257
H 1.30037 -4.28662 -1.70966
H 3.04031 -4.64408 0.13783
H 3.06940 -3.53463 1.50448
H 1.76512 -4.76757 1.37153
N -1.71065 2.36056 0.70322
N -2.23683 3.21558 -0.28682
C -1.39196 3.40259 -1.38516
O -1.67895 4.08039 -2.32738
O -0.24852 2.73664 -1.20679
H -2.47815 1.88699 1.16465
H -1.17631 2.88132 1.39863
H -2.82629 3.98440 -0.00436
N 1.14555 1.26488 -3.93248
C 1.92285 0.75297 -2.92784
C 2.23105 1.53742 -1.79686
C 3.14569 1.06301 -0.84841
C 3.66184 -0.20880 -0.92750
C 3.35937 -0.98697 -2.04658
C 2.51843 -0.51727 -3.03191
S 4.69075 -0.79663 0.40428
O 5.57809 -1.76791 -0.17426
O 5.26954 0.40275 0.97715
O 3.72655 -1.41674 1.35936
H 0.58505 2.07970 -3.73467
H 0.74980 0.62858 -4.60302
H 1.92407 2.57290 -1.77777
H 3.47430 1.70808 -0.04530
H 3.82360 -1.96091 -2.14583
H 2.32965 -1.11867 -3.91336
C -5.10115 -1.12135 -2.69868
Si -4.41025 0.51982 -2.17478
C -5.11903 1.05846 -0.53269
C -4.58995 1.85216 -3.45211
Se -2.12051 0.20698 -1.96628
H -6.18812 -1.05538 -2.79264
H -4.86804 -1.89983 -1.97112
H -4.69732 -1.42475 -3.66531
H -6.16981 1.32787 -0.66726
H -4.59707 1.93904 -0.15596
H -5.09059 0.25994 0.20934
H -5.64234 2.11470 -3.58704
H -4.19684 1.52393 -4.41525
H -4.04376 2.74899 -3.15279
```

The calculation puts the HOMO-LUMO gap at 7.4 eV. The net charge is +1. As for the highest occupied orbital energy: -10.74 eV. The value obtained for the largest force on an atom is 0.6 eV/Å. As for the LUMO energy: -3.35 eV.